[1]
{
  "formula": "C29H29BrCuN4O4S",
  "method": "ωB97M-V/def2-TZVPD",
  "max_force_ha_per_bohr": 0.023,
  "spin_multiplicity": 2,
  "gap_ev": [6.88, 6.85],
  "relative_energy_kj_mol": 0.5,
  "total_charge": 0,
  "total_energy_ev": -170212.20483,
  "elements": ["Br", "Cu", "S", "O", "O", "O", "O", "N", "N", "N", "N", "C", "C", "C", "C", "C", "C", "C", "C", "C", "C", "C", "C", "C", "C", "C", "C", "C", "C", "C", "C", "C", "C", "C", "C", "C", "C", "C", "C", "C", "H", "H", "H", "H", "H", "H", "H", "H", "H", "H", "H", "H", "H", "H", "H", "H", "H", "H", "H", "H", "H", "H", "H", "H", "H", "H", "H", "H", "H"],
  "coordinates": [[0.761147, 0.101628, -4.635630], [0.929995, 0.329243, -1.640766], [0.705841, 0.695552, 1.506291], [2.217693, 3.851887, -3.077231], [1.967718, 1.781060, -2.314386], [2.709963, -0.793695, -1.283842], [-0.719626, 1.234738, -1.270329], [1.891763, 1.486731, 3.770003], [-1.072612, -1.641556, -0.999416], [0.162352, -1.360234, -1.053245], [0.079293, 0.091558, 3.969369], [-3.403882, -1.279615, -0.930589], [1.569156, 2.829880, -2.962284], [2.426109, -2.054402, -0.821167], [1.667543, -4.603046, -0.040674], [-0.565036, 3.921782, -3.619193], [-2.257220, 2.896540, -4.975376], [-1.484456, 1.751215, -5.065580], [-2.055521, -0.744520, -1.055796], [-4.930309, -3.135901, -0.659747], [-5.798042, -0.903818, -0.706167], [3.008164, -4.246982, -0.053640], [-1.795090, 3.984384, -4.248750], [3.389977, -2.971080, -0.441912], [0.131606, -0.001663, 5.416907], [2.852378, 2.334368, 3.083217], [-6.014033, -2.254463, -0.589342], [3.890572, -0.135978, -0.808382], [1.151934, -1.029335, 5.911388], [1.068761, -2.391570, -0.778359], [-1.852609, 0.678156, -1.168668], [-3.650404, -2.658922, -0.825041], [-4.500655, -0.397755, -0.886813], [0.700610, -3.677830, -0.389700], [-3.019279, 1.517707, -1.136421], [0.923919, 0.773093, 3.165340], [-4.260017, 1.009242, -1.000120], [4.270290, 1.781306, 3.172150], [0.224521, 2.776792, -3.680037], [-0.259354, 1.706517, -4.418767], [1.996652, 1.414644, 4.768280], [3.766849, -4.962022, 0.235299], [-0.591249, -0.469793, 3.473997], [4.647990, 1.810671, 4.196170], [4.781661, -0.599259, -1.232155], [2.537633, 2.400346, 2.045731], [2.166399, -0.729880, 5.645254], [0.346271, 0.984775, 5.836355], [-5.102319, -4.202151, -0.585657], [-3.216701, 2.935094, -5.474822], [-2.810634, -3.335698, -0.874113], [4.938407, 2.377933, 2.550343], [3.809554, 0.892600, -1.149842], [-6.625107, -0.205346, -0.652467], [-0.184951, 4.768415, -3.062724], [-2.848301, 2.582727, -1.208022], [4.437247, -2.701697, -0.457666], [-0.350025, -3.925742, -0.356542], [3.922960, -0.172105, 0.281778], [4.294599, 0.748938, 2.820681], [-1.824733, 0.900953, -5.640590], [-5.114916, 1.676287, -0.977931], [-0.865495, -0.276007, 5.757946], [-7.015383, -2.637786, -0.441357], [1.374715, -5.601992, 0.254621], [0.958360, -1.996958, 5.449008], [2.813917, 3.334370, 3.521344], [1.091658, -1.143008, 6.994269], [-2.398220, 4.880674, -4.174486]],
  "atomic_forces_ev_per_a": [[-0.11, -0.02, 0.02], [0.17, 0.10, 0.20], [-0.04, -0.02, -0.18], [-0.02, 0.03, 0.14], [-0.32, -0.14, 0.29], [-0.18, 0.22, -0.02], [0.07, 0.08, -0.32], [0.02, 0.08, 0.04], [0.17, -0.69, 0.51], [-0.25, 0.94, -0.63], [-0.03, 0.02, 0.18], [-0.10, 0.01, 0.03], [0.16, -0.10, -0.31], [-0.21, -0.20, 0.02], [0.05, -0.04, 0.01], [-0.05, 0.05, 0.03], [-0.03, -0.03, 0.03], [-0.02, -0.01, -0.05], [0.08, 0.56, -0.33], [0.07, 0.04, -0.03], [0.03, 0.03, -0.02], [-0.01, -0.02, 0.01], [-0.06, 0.02, 0.03], [0.15, 0.09, -0.06], [0.21, -0.14, -0.03], [0.21, -0.05, 0.01], [-0.12, -0.01, 0.01], [0.17, 0.12, 0.03], [-0.10, 0.10, -0.06], [0.16, -0.48, 0.24], [-0.06, -0.51, 0.11], [-0.01, 0.02, -0.02], [0.09, -0.24, 0.06], [0.00, 0.17, -0.08], [-0.12, 0.20, 0.11], [0.10, -0.09, 0.11], [0.10, 0.10, -0.05], [-0.11, 0.03, -0.03], [0.10, -0.07, 0.13], [0.10, -0.06, 0.03], [-0.08, 0.00, -0.01], [-0.01, 0.00, 0.00], [-0.02, 0.01, -0.06], [0.00, -0.05, 0.00], [-0.04, -0.02, -0.03], [-0.07, 0.03, 0.00], [0.03, -0.05, 0.03], [-0.10, 0.01, 0.03], [0.02, 0.00, 0.02], [0.01, 0.00, 0.00], [-0.02, -0.05, 0.00], [0.03, -0.01, 0.02], [-0.02, -0.03, -0.03], [-0.01, -0.01, -0.02], [0.03, -0.02, -0.02], [0.04, 0.03, -0.05], [-0.02, 0.02, -0.01], [-0.01, 0.01, 0.02], [-0.06, -0.05, -0.01], [0.02, 0.01, -0.01], [0.02, -0.01, 0.01], [0.01, 0.00, 0.01], [-0.02, 0.04, 0.00], [0.00, 0.01, -0.02], [-0.01, 0.01, 0.00], [0.01, -0.02, 0.03], [-0.05, 0.00, -0.05], [0.04, 0.02, 0.00], [0.04, 0.00, -0.01]],
  "nbo_charge": [0.038, 1.417, -0.346, -0.626, -0.876, -0.570, -0.721, -0.600, -0.132, -0.387, -0.598, -0.038, 0.782, 0.361, -0.223, -0.154, -0.201, -0.285, 0.011, -0.198, -0.197, -0.197, -0.221, -0.296, -0.226, -0.225, -0.232, -0.261, -0.619, 0.049, 0.436, -0.196, -0.025, -0.196, -0.272, 0.319, -0.136, -0.615, -0.216, 0.051, 0.388, 0.217, 0.420, 0.199, 0.180, 0.248, 0.204, 0.188, 0.212, 0.216, 0.223, 0.221, 0.248, 0.209, 0.236, 0.231, 0.225, 0.232, 0.190, 0.210, 0.226, 0.212, 0.214, 0.213, 0.217, 0.217, 0.193, 0.216, 0.215]
}

***

[2]
{
  "formula": "C3H27O11",
  "method": "ωB97M-V/def2-TZVPD",
  "max_force_ha_per_bohr": 0.093,
  "gap_ev": 7.88,
  "relative_energy_kj_mol": 101.3,
  "total_charge": -1,
  "total_energy_ev": -26072.87437,
  "elements": ["O", "O", "O", "O", "O", "O", "O", "O", "O", "O", "O", "C", "C", "C", "H", "H", "H", "H", "H", "H", "H", "H", "H", "H", "H", "H", "H", "H", "H", "H", "H", "H", "H", "H", "H", "H", "H", "H", "H", "H", "H"],
  "coordinates": [[0.915902, -3.881073, -0.665146], [1.537902, -1.464073, 1.036854], [-2.775098, -1.406073, -0.996146], [-1.573098, -1.304073, 2.490854], [-0.513098, 0.299927, 0.492854], [0.541902, -2.709073, -3.506146], [1.022902, 1.762927, 2.155854], [-0.027098, 4.716927, 2.238854], [-2.789098, 1.387927, 1.475854], [-1.459098, -3.243073, 0.580854], [3.863902, 2.069927, -1.130146], [0.004902, 2.216927, -0.955146], [-0.564098, 0.812927, -0.759146], [0.464902, -0.154073, -1.335146], [-3.437098, 0.781927, 1.101854], [-0.952098, -0.863073, 1.950854], [-1.492098, 0.615927, -1.227146], [-1.823098, -2.523073, 0.022854], [1.244902, -3.046073, -0.325146], [1.494902, 0.134927, -1.076146], [0.719902, 4.518927, 1.696854], [1.777902, 2.284927, 1.966854], [-1.167098, -1.441073, 3.338854], [0.882902, -0.820073, 0.714854], [0.545902, -0.066073, -2.454146], [0.682902, 1.419927, 1.333854], [-2.186098, -0.702073, -0.862146], [2.331902, -0.950073, 1.162854], [0.232902, 4.222927, 2.976854], [-3.539098, -1.096073, -0.551146], [1.424902, -2.594073, -3.663146], [0.903902, 2.522927, -0.385146], [-1.487098, -2.881073, 1.470854], [-1.914098, 0.983927, 1.278854], [0.009902, -3.989073, -0.386146], [0.580902, -3.283073, -2.724146], [2.947902, 1.974927, -0.937146], [-0.763098, 2.928927, -0.701146], [0.097902, 2.496927, -1.984146], [0.282902, -1.201073, -1.029146], [3.946902, 1.462927, -1.835146]],
  "atomic_forces_ev_per_a": [[1.07, -0.72, -1.33], [0.30, -0.73, 0.16], [-0.54, -1.71, -0.99], [-1.71, -1.25, 1.13], [-1.16, 0.96, 3.26], [-3.12, -0.89, 0.72], [-0.10, 0.08, 1.65], [-0.61, 1.39, -0.96], [-0.57, 0.32, -0.06], [-0.24, -0.32, -0.70], [0.75, 0.90, 0.75], [-1.51, 1.06, 0.29], [4.39, -1.83, 0.00], [0.71, 0.06, -3.74], [0.17, 0.02, 0.20], [1.33, 1.25, -1.36], [-1.28, 0.94, -1.02], [0.00, -0.51, 0.31], [-0.23, 0.29, 0.60], [-0.32, -0.04, 0.64], [0.55, 0.01, -1.23], [1.15, 0.61, -0.34], [0.34, 0.07, 0.44], [-0.59, 0.38, 0.23], [-0.34, -0.53, 0.45], [-1.00, -0.85, -0.83], [1.71, 1.43, 0.31], [0.30, 0.18, 0.14], [-0.07, -1.35, 2.13], [-1.38, 0.14, 0.70], [3.55, 0.74, -0.93], [-0.37, -0.69, -0.27], [0.07, 0.32, 0.24], [0.30, -0.16, -0.18], [-0.64, 0.49, 0.71], [-0.39, 0.04, 0.32], [-1.35, 0.12, 0.55], [-0.37, 0.49, 0.86], [0.69, -0.37, -0.99], [-0.02, 0.70, -0.57], [0.54, -1.04, -1.31]],
  "nbo_charge": [-1.013, -1.001, -0.923, -0.966, -1.005, -0.951, -0.971, -0.919, -0.986, -1.022, -0.933, -0.649, 0.096, -0.610, 0.438, 0.512, 0.117, 0.493, 0.498, 0.167, 0.453, 0.438, 0.466, 0.511, 0.179, 0.504, 0.480, 0.460, 0.466, 0.465, 0.447, 0.177, 0.496, 0.506, 0.506, 0.494, 0.470, 0.224, 0.202, 0.219, 0.463]
}